C36H29N9OS4W as an isolated structure in a non-equilibrium geometry, computed with the ωB97M-V functional and the def2-TZVPD basis.

Geometry (Å):
W1 -0.427 -0.074 0.311
C1 3.978 -0.886 -0.135
C2 2.636 -0.543 0.442
N1 1.661 -0.219 -0.344
N2 2.035 -0.194 -1.687
C3 1.061 -0.259 -2.532
S1 -0.603 -0.378 -2.136
S2 1.417 -0.243 -4.248
C4 3.059 0.564 -4.260
C5 2.947 2.063 -4.121
C6 3.100 2.680 -2.882
C7 2.964 4.057 -2.757
C8 2.670 4.833 -3.869
C9 2.499 4.224 -5.107
C10 2.635 2.849 -5.229
C11 2.453 -0.648 1.891
C12 3.343 -1.400 2.670
C13 3.187 -1.516 4.037
C14 2.130 -0.855 4.663
C15 1.249 -0.095 3.923
C16 1.393 0.014 2.536
O1 0.567 0.769 1.842
H1 4.232 -0.190 -0.927
H2 3.941 -1.881 -0.587
H3 4.756 -0.864 0.623
H4 3.494 0.281 -5.217
H5 3.631 0.121 -3.449
H6 3.314 2.072 -2.012
H7 3.088 4.523 -1.787
H8 2.577 5.909 -3.776
H9 2.260 4.822 -5.978
H10 2.488 2.373 -6.193
H11 4.157 -1.928 2.191
H12 3.882 -2.114 4.613
H13 2.004 -0.930 5.737
H14 0.430 0.434 4.392
N3 -0.077 -4.186 1.273
C17 0.627 -4.288 0.096
C18 0.686 -3.035 -0.424
N4 0.035 -2.167 0.426
C19 -0.416 -2.892 1.429
C20 -1.172 -2.180 2.412
N5 -1.333 -0.899 2.186
C21 -2.109 -0.406 3.199
C22 -2.415 -1.420 4.050
N6 -1.809 -2.549 3.539
H15 -0.332 -4.946 1.877
H16 1.005 -5.226 -0.273
H17 1.139 -2.702 -1.342
H18 -2.397 0.630 3.234
H19 -3.006 -1.443 4.949
H20 -1.882 -3.477 3.914
S3 -2.730 -1.178 -0.273
C23 -3.480 0.167 -1.104
C24 -4.336 -0.017 -2.184
C25 -4.912 1.071 -2.830
C26 -5.762 0.849 -3.974
N7 -6.428 0.658 -4.892
C27 -4.641 2.367 -2.378
C28 -3.796 2.552 -1.290
C29 -3.205 1.468 -0.654
S4 -2.147 1.694 0.724
C30 -5.224 3.520 -3.020
N8 -5.675 4.460 -3.506
H21 -4.542 -1.020 -2.535
H22 -3.591 3.554 -0.935
C31 0.468 6.404 -1.266
C32 0.471 4.915 -1.064
C33 1.121 4.320 0.008
C34 1.060 2.949 0.177
N9 0.386 2.142 -0.641
C35 -0.191 2.706 -1.708
C36 -0.167 4.063 -1.954
H23 0.791 6.926 -0.366
H24 -0.528 6.757 -1.534
H25 1.143 6.678 -2.081
H26 1.665 4.920 0.728
H27 1.549 2.477 1.016
H28 -0.705 2.038 -2.383
H29 -0.661 4.447 -2.839

Its spin multiplicity is 1. The total charge is 0. The largest force on an atom comes out at 2.343 eV Å⁻¹. The total energy comes out at -3617.25621 Eh. The energy relative to the best compared isomer or geometry (same formula, charge and spin) is 0.00 kJ/mol.

C36H30BGeInN6O6S4 as an isolated structure in a non-equilibrium geometry, computed with the ωB97M-V functional and the def2-TZVPD basis.

Geometry (Å):
In1 1.396 3.144 1.824
O1 2.238 -1.377 1.373
C1 2.060 -0.010 1.527
O2 1.300 0.630 0.779
C2 3.013 0.621 2.500
C3 3.913 -0.213 3.260
C4 4.689 0.491 4.168
C5 4.893 1.861 4.088
C6 3.994 2.622 3.303
N1 3.037 1.919 2.621
C7 3.968 4.112 3.116
O3 4.944 4.857 3.200
O4 2.753 4.537 2.762
H1 1.537 -1.692 0.756
H2 3.721 -1.272 3.258
H3 5.213 0.037 4.966
H4 5.657 2.444 4.584
S1 1.011 4.035 -0.529
C8 2.031 3.026 -1.600
N2 3.235 2.672 -1.338
C9 3.889 2.087 -2.393
C10 5.252 1.797 -2.254
C11 5.780 1.037 -3.269
C12 5.069 0.788 -4.484
C13 3.787 1.347 -4.671
C14 3.135 1.896 -3.587
S2 1.564 2.672 -3.313
H5 5.670 1.938 -1.255
H6 6.781 0.584 -3.201
H7 5.549 0.131 -5.288
H8 3.281 1.403 -5.666
N3 -5.569 -1.258 2.616
C15 -4.384 -0.661 2.910
C16 -3.830 0.359 2.131
C17 -2.749 1.065 2.542
C18 -2.134 0.796 3.823
C19 -2.664 -0.285 4.513
C20 -3.702 -1.033 4.058
S3 -0.711 1.773 4.257
O5 -1.089 2.321 5.546
O6 0.457 0.927 4.115
N4 -0.532 2.932 3.193
C21 -1.262 4.131 3.297
S4 -2.309 4.582 4.631
C22 -2.775 5.978 3.747
C23 -2.153 6.010 2.550
N5 -1.326 4.932 2.200
H9 -6.065 -1.041 1.787
H10 -5.850 -2.129 3.087
H11 -4.205 0.544 1.114
H12 -2.383 1.882 1.874
H13 -2.206 -0.479 5.503
H14 -4.170 -1.877 4.588
H15 -3.688 6.551 3.931
H16 -2.255 6.811 1.795
B1 -2.523 1.136 -4.911
C24 -2.573 -0.154 -4.043
N6 -2.557 -1.208 -3.552
H17 -3.121 0.852 -5.934
H18 -2.964 2.163 -4.414
H19 -1.352 1.500 -5.057
Ge1 -2.036 -2.223 -2.016
C25 -3.051 -3.804 -2.047
C26 -2.393 -5.081 -1.956
C27 -2.979 -6.249 -2.298
C28 -4.315 -6.274 -2.727
C29 -5.045 -5.070 -2.758
C30 -4.353 -3.816 -2.472
C31 -0.216 -2.692 -2.281
C32 0.767 -2.322 -1.367
C33 2.072 -2.636 -1.535
C34 2.411 -3.214 -2.806
C35 1.442 -3.623 -3.744
C36 0.101 -3.518 -3.357
H20 -2.066 -1.699 -0.616
H21 -1.367 -5.109 -1.738
H22 -2.541 -7.253 -2.095
H23 -4.836 -7.246 -2.812
H24 -6.099 -5.024 -2.878
H25 -4.907 -2.919 -2.600
H26 0.463 -1.611 -0.569
H27 2.763 -2.334 -0.817
H28 3.435 -3.430 -3.020
H29 1.744 -4.109 -4.660
H30 -0.712 -3.986 -3.959

Its spin multiplicity is 1. The total charge is 0. The largest force on an atom comes out at 3.500 eV Å⁻¹. The total energy comes out at -6054.43507 Eh. The energy relative to the best compared isomer or geometry (same formula, charge and spin) is 138.24 kJ/mol.

C36H30BrNO4S4Ti as an isolated structure, computed with the ωB97M-V functional and the def2-TZVPD basis.

Geometry (Å):
Ti1 0.354 -0.241 -0.765
S1 -1.860 -0.291 0.330
C1 -2.188 -2.001 0.589
C2 -3.455 -2.375 1.039
C3 -3.783 -3.707 1.209
C4 -2.837 -4.685 0.923
C5 -1.579 -4.322 0.479
C6 -1.225 -2.981 0.315
S2 0.419 -2.606 -0.194
C7 2.504 -1.177 -1.981
C8 2.187 -0.035 -2.680
C9 2.276 0.228 -4.093
C10 1.980 1.460 -4.571
C11 1.521 2.497 -3.708
C12 1.317 2.171 -2.401
C13 0.633 3.054 -1.411
S3 -1.032 2.318 -1.239
C14 -1.730 3.334 0.044
C15 -2.338 4.507 -0.399
C16 -2.978 5.367 0.475
C17 -3.047 5.027 1.821
C18 -2.476 3.851 2.265
C19 -1.783 2.988 1.403
S4 -0.970 1.614 2.106
N1 1.606 0.943 -1.915
H1 -4.183 -1.602 1.245
H2 -4.773 -3.980 1.552
H3 -3.081 -5.733 1.042
H4 -0.843 -5.083 0.251
H5 2.720 -2.102 -2.494
H6 2.743 -1.108 -0.925
H7 2.612 -0.565 -4.749
H8 2.074 1.653 -5.632
H9 1.267 3.476 -4.084
H10 0.590 4.091 -1.743
H11 1.123 2.993 -0.437
H12 -2.309 4.734 -1.457
H13 -3.438 6.274 0.106
H14 -3.560 5.668 2.525
H15 -2.550 3.577 3.309
Br1 -2.049 -0.362 -6.723
C20 -1.160 -1.756 -5.787
C21 -0.933 -2.911 -6.523
C22 -0.300 -3.995 -5.940
C23 0.098 -3.928 -4.613
C24 -0.139 -2.775 -3.886
C25 -0.763 -1.665 -4.455
C26 -0.941 -0.431 -3.606
O1 -1.322 0.634 -4.042
O2 -0.622 -0.632 -2.360
H16 -1.258 -2.950 -7.553
H17 -0.129 -4.887 -6.528
H18 0.584 -4.769 -4.137
H19 0.152 -2.724 -2.843
C27 0.890 0.896 7.085
C28 1.269 0.587 5.665
C29 1.140 -0.688 5.148
C30 1.495 -0.992 3.833
C31 1.308 -2.389 3.317
C32 1.979 0.029 3.031
C33 2.122 1.331 3.522
C34 2.641 2.429 2.640
C35 1.771 1.590 4.836
C36 2.358 -0.233 1.600
O3 3.437 -0.668 1.256
O4 1.409 0.089 0.760
H20 0.360 0.063 7.545
H21 0.243 1.774 7.136
H22 1.770 1.108 7.695
H23 0.749 -1.482 5.777
H24 0.271 -2.552 3.012
H25 1.552 -3.115 4.093
H26 1.924 -2.595 2.443
H27 1.912 2.662 1.861
H28 3.575 2.147 2.150
H29 2.820 3.333 3.223
H30 1.880 2.598 5.219

Its spin multiplicity is 2. The total charge is -1. The largest force on an atom comes out at 0.934 eV Å⁻¹. The total energy comes out at -6762.03033 Eh. The energy relative to the best compared isomer or geometry (same formula, charge and spin) is 101.57 kJ/mol.

Repeat the first record exactly.
C36H29N9OS4W as an isolated structure in a non-equilibrium geometry, computed with the ωB97M-V functional and the def2-TZVPD basis.

Geometry (Å):
W1 -0.427 -0.074 0.311
C1 3.978 -0.886 -0.135
C2 2.636 -0.543 0.442
N1 1.661 -0.219 -0.344
N2 2.035 -0.194 -1.687
C3 1.061 -0.259 -2.532
S1 -0.603 -0.378 -2.136
S2 1.417 -0.243 -4.248
C4 3.059 0.564 -4.260
C5 2.947 2.063 -4.121
C6 3.100 2.680 -2.882
C7 2.964 4.057 -2.757
C8 2.670 4.833 -3.869
C9 2.499 4.224 -5.107
C10 2.635 2.849 -5.229
C11 2.453 -0.648 1.891
C12 3.343 -1.400 2.670
C13 3.187 -1.516 4.037
C14 2.130 -0.855 4.663
C15 1.249 -0.095 3.923
C16 1.393 0.014 2.536
O1 0.567 0.769 1.842
H1 4.232 -0.190 -0.927
H2 3.941 -1.881 -0.587
H3 4.756 -0.864 0.623
H4 3.494 0.281 -5.217
H5 3.631 0.121 -3.449
H6 3.314 2.072 -2.012
H7 3.088 4.523 -1.787
H8 2.577 5.909 -3.776
H9 2.260 4.822 -5.978
H10 2.488 2.373 -6.193
H11 4.157 -1.928 2.191
H12 3.882 -2.114 4.613
H13 2.004 -0.930 5.737
H14 0.430 0.434 4.392
N3 -0.077 -4.186 1.273
C17 0.627 -4.288 0.096
C18 0.686 -3.035 -0.424
N4 0.035 -2.167 0.426
C19 -0.416 -2.892 1.429
C20 -1.172 -2.180 2.412
N5 -1.333 -0.899 2.186
C21 -2.109 -0.406 3.199
C22 -2.415 -1.420 4.050
N6 -1.809 -2.549 3.539
H15 -0.332 -4.946 1.877
H16 1.005 -5.226 -0.273
H17 1.139 -2.702 -1.342
H18 -2.397 0.630 3.234
H19 -3.006 -1.443 4.949
H20 -1.882 -3.477 3.914
S3 -2.730 -1.178 -0.273
C23 -3.480 0.167 -1.104
C24 -4.336 -0.017 -2.184
C25 -4.912 1.071 -2.830
C26 -5.762 0.849 -3.974
N7 -6.428 0.658 -4.892
C27 -4.641 2.367 -2.378
C28 -3.796 2.552 -1.290
C29 -3.205 1.468 -0.654
S4 -2.147 1.694 0.724
C30 -5.224 3.520 -3.020
N8 -5.675 4.460 -3.506
H21 -4.542 -1.020 -2.535
H22 -3.591 3.554 -0.935
C31 0.468 6.404 -1.266
C32 0.471 4.915 -1.064
C33 1.121 4.320 0.008
C34 1.060 2.949 0.177
N9 0.386 2.142 -0.641
C35 -0.191 2.706 -1.708
C36 -0.167 4.063 -1.954
H23 0.791 6.926 -0.366
H24 -0.528 6.757 -1.534
H25 1.143 6.678 -2.081
H26 1.665 4.920 0.728
H27 1.549 2.477 1.016
H28 -0.705 2.038 -2.383
H29 -0.661 4.447 -2.839

Its spin multiplicity is 1. The total charge is 0. The largest force on an atom comes out at 2.343 eV Å⁻¹. The total energy comes out at -3617.25621 Eh. The energy relative to the best compared isomer or geometry (same formula, charge and spin) is 0.00 kJ/mol.